No. 1
A 2-piece molecular cluster, C6H14N2O2 overall in a non-equilibrium geometry, computed with ωB97M-V with the def2-TZVPD basis set.

Properties
Energy (hartree): -496.972282
Kohn-Sham gap (eV): 9.6
SMILES string: CNC(C)=O.CNC(C)=O
Relative energy (zero: lowest compared OMol25 entry of this formula, charge and spin) (kJ/mol): 223.82
F_max (eV/Å): 6.0

Atoms and positions in Å:
C  -1.00  -2.36  -0.28
N  -0.50  -2.23  1.08
C  0.81  -1.78  1.28
C  1.64  -2.31  2.32
O  1.23  -1.29  0.23
H  -2.02  -2.76  -0.17
H  -1.02  -1.41  -0.73
H  -0.31  -3.02  -0.96
H  -0.98  -2.74  1.80
H  1.03  -2.42  3.29
H  2.01  -3.19  1.75
H  2.54  -1.52  2.44
C  -0.99  0.69  -2.22
N  -0.09  1.25  -1.17
C  -0.29  2.43  -0.68
C  0.51  2.95  0.57
O  -1.23  3.15  -1.09
H  -0.97  -0.43  -2.39
H  -2.01  0.97  -1.97
H  -0.78  1.14  -3.25
H  0.31  0.50  -0.59
H  0.01  3.95  0.81
H  0.71  2.19  1.37
H  1.53  3.04  0.26


No. 2
A 2-piece molecular cluster, C6H14N2O2 overall in a non-equilibrium geometry, computed with ωB97M-V with the def2-TZVPD basis set.

Properties
Energy (hartree): -496.963708
Kohn-Sham gap (eV): 9.8
SMILES string: CNC(C)=O.CNC(C)=O
Relative energy (zero: lowest compared OMol25 entry of this formula, charge and spin) (kJ/mol): 246.33
F_max (eV/Å): 7.0

Atoms and positions in Å:
C  -1.96  -2.38  -0.52
N  -0.54  -3.03  -0.43
C  0.45  -2.08  -0.50
C  1.90  -2.68  -0.63
O  0.49  -0.89  -0.46
H  -2.21  -2.74  -1.46
H  -2.61  -2.80  0.28
H  -1.90  -1.31  -0.32
H  -0.34  -3.89  -0.83
H  2.38  -2.02  0.19
H  2.07  -3.72  -0.13
H  2.37  -2.49  -1.55
C  -0.48  3.51  -1.04
N  -0.48  2.62  0.12
C  0.38  2.74  1.21
C  0.32  1.39  1.88
O  1.01  3.73  1.45
H  -1.54  3.89  -1.31
H  0.16  4.29  -0.60
H  0.07  2.98  -1.85
H  -0.81  1.70  -0.01
H  1.16  0.78  1.65
H  0.60  1.62  3.02
H  -0.49  0.79  1.84


No. 3
A 2-piece molecular cluster, C6H14N2O2 overall in a non-equilibrium geometry, computed with ωB97M-V with the def2-TZVPD basis set.

Properties
Energy (hartree): -497.027389
Kohn-Sham gap (eV): 9.9
SMILES string: CNC(C)=O.CNC(C)=O
Relative energy (zero: lowest compared OMol25 entry of this formula, charge and spin) (kJ/mol): 79.14
F_max (eV/Å): 1.5

Atoms and positions in Å:
C  -0.90  -1.39  -1.86
N  -0.50  -2.25  -0.74
C  0.52  -1.90  0.10
C  0.52  -2.50  1.50
O  1.52  -1.31  -0.29
H  -1.35  -2.02  -2.61
H  -1.51  -0.55  -1.55
H  -0.01  -0.91  -2.26
H  -1.26  -2.72  -0.27
H  -0.49  -2.70  1.85
H  1.19  -3.35  1.45
H  0.98  -1.74  2.13
C  0.81  2.18  -1.36
N  0.40  1.42  -0.21
C  -0.47  1.96  0.68
C  -0.99  1.03  1.75
O  -0.80  3.13  0.60
H  1.66  1.69  -1.83
H  0.00  2.37  -2.06
H  1.19  3.17  -1.09
H  0.51  0.43  -0.37
H  -1.74  0.34  1.34
H  -0.17  0.40  2.07
H  -1.58  1.61  2.45